Model P:
# C5H15N2O

C5H15N2O as an isolated structure (wB97M-V/def2-TZVPD, OMol25).

Geometry as ORCA input:
```
! RIJCOSX wB97M-V def2-TZVPD def2/J DEFGRID3
* xyz 1 1
C 0.6467 -0.6619 1.4115
C 1.1196 0.5730 0.5242
C 0.2184 0.6076 -0.7555
C -1.0869 1.2655 -0.5403
C -2.1506 0.7718 -1.3375
N -2.1612 -0.6703 1.0584
N 2.4460 0.3756 0.1366
H 1.1777 -1.5307 0.9820
H -0.4476 -0.8249 1.2102
H 1.0510 -0.5513 2.4163
H 1.0463 1.5501 1.0325
H 0.8729 1.1073 -1.4897
H 0.0554 -0.3925 -1.1639
H -2.9852 1.4580 -1.4437
H -1.9751 0.1687 -2.2217
H -2.7817 -1.4731 0.9854
H -1.1743 2.2649 -0.1149
H -2.4967 -0.0049 1.7566
H 2.4704 -0.8066 -0.6166
H 3.0856 0.5061 0.9252
H -1.8817 0.2365 -0.2059
H 2.7350 -2.1613 -1.6366
O 2.2161 -1.8076 -0.9124
*
```

Properties
**HOMO-LUMO gap**: 0.1657 Ha
**Lowest unoccupied orbital energy**: -7.92 eV

Mulliken atomic charge list, values in e, 2 entries: -0.815, 0.010


Model Q:
# C5H15N2O

A 2-piece molecular cluster, C5H15N2O overall (wB97M-V/def2-TZVPD, OMol25).

Geometry as ORCA input:
```
! RIJCOSX wB97M-V def2-TZVPD def2/J DEFGRID3
* xyz 1 1
C -1.6401 0.3341 2.4131
C -0.8993 -0.8005 1.6477
C 0.2860 -0.3006 0.8102
C 0.1562 0.9374 -0.0347
N -0.9052 0.8467 -1.0651
C -0.7324 0.1873 -2.1712
N 0.3122 -0.5511 -2.5375
H -1.7126 0.0809 3.4460
H -1.0776 1.2537 2.4216
H -2.5907 0.7035 1.9265
H -0.5742 -1.4833 2.4648
H -1.6223 -1.3129 1.0049
H 0.6922 -1.1405 0.2207
H 1.1055 -0.1080 1.5339
H -0.2407 1.9029 0.4530
H 1.1412 1.1615 -0.4866
H -1.7839 1.2460 -0.7697
H -1.5009 0.1276 -2.9267
H 1.1774 -0.6274 -1.9974
H 0.3695 -0.7719 -3.5303
H 3.5965 -1.1279 -0.4642
H 3.4906 -0.0223 -1.4886
O 2.9522 -0.5353 -0.8704
*
```

Properties
**HOMO-LUMO gap**: 0.4292 Ha
**Lowest unoccupied orbital energy**: -3.03 eV

Mulliken atomic charge list, values in e, 2 entries: -1.116, -0.597


The most stable arrangement is model Q, and the next structure is 954.2 kJ/mol less stable.


Model P:
# C6H11NO

C6H11NO in the gas phase (wB97M-V/def2-TZVPD, OMol25).

Geometry as ORCA input:
```
! RIJCOSX wB97M-V def2-TZVPD def2/J DEFGRID3
* xyz 0 1
C -1.7599 -1.3718 0.2802
C -0.8387 -0.3627 -0.6024
C 1.6894 -1.0808 -0.8634
C 0.1791 0.5195 -0.0235
C -0.1513 1.9026 -0.6519
C 0.8352 0.3607 1.2579
H -1.8399 -2.2951 -0.3670
H -2.7632 -1.1354 0.5432
H -0.8720 -1.6664 1.0774
H -1.5001 0.0438 -1.1130
H 1.4484 -2.1269 -1.0577
H -0.6955 2.4942 -0.0448
H 0.7253 2.3810 -0.5834
H -0.7803 1.7502 -1.5129
H 1.0745 -0.6372 1.7312
H 1.7930 0.8251 1.2622
H 0.2821 1.2784 1.8297
N 0.5862 -0.2816 -1.1206
O 2.5876 -0.5975 -0.0413
*
```

Properties
**HOMO-LUMO gap**: 0.3759 Ha
**Lowest unoccupied orbital energy**: 0.79 eV

Mulliken atomic charge list, values in e, 2 entries: -1.114, -0.474


Model Q:
# C6H11NO

C6H11NO in the gas phase (wB97M-V/def2-TZVPD, OMol25).

Geometry as ORCA input:
```
! RIJCOSX wB97M-V def2-TZVPD def2/J DEFGRID3
* xyz 0 1
C -0.6734 0.0821 -1.5967
C 1.7000 -0.4272 -1.0772
C 1.1967 0.0365 1.7560
C -1.2507 0.4946 1.2961
N -1.9963 0.1180 -1.4706
C 0.3205 -0.0502 -0.5745
C 0.0971 0.1841 0.7504
O -2.3661 -1.0296 -0.8308
H -2.5142 0.2726 -2.3390
H -0.2980 0.2399 -2.6062
H 1.7164 -0.4979 -2.1646
H 2.4489 0.3135 -0.7897
H 2.0098 -1.3966 -0.6838
H 0.9381 0.5040 2.7098
H 1.3789 -1.0221 1.9607
H -1.2209 0.6939 2.3649
H 2.1363 0.4880 1.4383
H -1.6971 1.3429 0.7682
H -1.9258 -0.3463 1.0887
*
```

Properties
**HOMO-LUMO gap (spin up / spin down)**: 0.2972 / 0.2642 Ha
**Lowest unoccupied orbital energy (spin up / spin down)**: -0.21 / -0.23 eV

Mulliken atomic charge list, values in e, 2 entries: -0.535, -1.612


Model R:
# C6H11NO

C6H11NO in the gas phase (wB97M-V/def2-TZVPD, OMol25).

Geometry as ORCA input:
```
! RIJCOSX wB97M-V def2-TZVPD def2/J DEFGRID3
* xyz 0 1
C 1.7718 0.2138 0.2904
C 1.3387 -1.3825 -0.1906
C -0.1783 -1.0556 -0.2089
C -1.6616 -0.7017 -0.6433
C -1.2821 0.7698 0.0863
C -0.1920 1.6756 -0.1717
H 1.4641 0.4105 1.3331
H 2.8867 0.4966 0.2448
H 1.7017 -1.9544 -1.1869
H 1.4470 -2.0801 0.6653
H 0.1672 -0.3745 -1.0653
H -2.6122 -1.2736 -0.2493
H -1.9986 -0.8187 -1.6624
H -2.2297 1.2593 0.5688
H -0.3578 2.7248 -0.6338
H 0.4614 1.9678 0.9023
H -1.2448 -0.7287 1.7311
N -0.5657 -0.2161 0.9647
O 1.0844 1.0677 -0.7746
*
```

Properties
**HOMO-LUMO gap**: 0.3219 Ha
**Lowest unoccupied orbital energy**: 0.97 eV

Mulliken atomic charge list, values in e, 2 entries: -0.481, -0.555


The most stable arrangement is model Q, and the next structure is 164.8 kJ/mol less stable.


Model P:
# C6H11NO

C6H11NO in the gas phase (wB97M-V/def2-TZVPD, OMol25).

Geometry as ORCA input:
```
! RIJCOSX wB97M-V def2-TZVPD def2/J DEFGRID3
* xyz 0 1
C -0.1670 1.1097 0.2010
C 1.0260 0.6403 -0.6552
C 0.5361 -0.0525 -1.9080
C 0.9493 0.2282 -3.1317
C -0.9980 -0.0382 0.7274
N -0.4449 -0.8855 1.6502
C 0.7989 -0.6464 2.3561
O -2.1386 -0.2275 0.3380
H 0.1113 1.7340 1.0423
H -0.7775 1.6669 -0.4981
H 1.6557 1.4819 -0.9268
H 1.6761 -0.0993 -0.1805
H -0.1530 -0.8783 -1.7360
H 1.6752 0.9811 -3.4261
H 0.5655 -0.2281 -4.0499
H -1.1195 -1.4263 2.1693
H 1.3130 0.2266 1.9628
H 1.5397 -1.4248 2.1552
H 0.7037 -0.4584 3.4266
*
```

Properties
**HOMO-LUMO gap**: 0.3826 Ha
**Lowest unoccupied orbital energy**: 0.85 eV

Mulliken atomic charge list, values in e, 2 entries: -0.870, -0.297


Model Q:
# C6H11NO

A 2-piece molecular cluster, C6H11NO overall (wB97M-V/def2-TZVPD, OMol25).

Geometry as ORCA input:
```
! RIJCOSX wB97M-V def2-TZVPD def2/J DEFGRID3
* xyz 0 1
C 0.1475 -2.2628 -0.1160
C -1.8435 0.9892 0.5930
C 2.4698 1.8259 -0.0185
C -0.8970 -1.2067 -0.1982
C -0.6911 0.1276 0.1162
C 1.1288 1.1927 -0.1394
O -2.0733 -1.5364 -0.7983
N 0.5807 0.4586 0.7388
H -2.0641 -2.4685 -1.0477
H -0.0647 0.8933 -0.9947
H -0.2154 -3.1181 0.4604
H 0.4103 -2.6272 -1.1167
H 1.0366 -1.8697 0.3689
H -1.9188 0.9290 1.6793
H -1.6519 2.0276 0.3172
H -2.7817 0.6632 0.1503
H 2.9456 1.5518 0.9287
H 3.1060 1.5183 -0.8505
H 2.3762 2.9124 -0.0728
*
```

Properties
**HOMO-LUMO gap**: 0.3081 Ha
**Lowest unoccupied orbital energy**: 0.72 eV

Mulliken atomic charge list, values in e, 2 entries: -1.425, -1.150


Model R:
# C6H11NO

A 2-piece molecular cluster, C6H11NO overall (wB97M-V/def2-TZVPD, OMol25).

Geometry as ORCA input:
```
! RIJCOSX wB97M-V def2-TZVPD def2/J DEFGRID3
* xyz 0 1
C 3.3316 -0.2474 -0.8497
C 3.1291 -0.2190 0.4474
C -2.6466 1.0629 -0.1549
C 0.7542 -0.9120 -0.5116
C -1.2257 0.6572 0.2707
C -0.2944 -0.1406 -0.6995
N 3.8456 -1.3583 0.0684
O 2.8063 0.3720 1.6485
H 3.1415 -0.1473 -1.8407
H -3.3042 0.9474 0.7590
H -3.1651 0.3373 -0.8604
H -2.7532 2.1082 -0.5450
H 1.1162 -1.6514 -1.1623
H 1.0547 -1.1421 0.4990
H -1.2286 -0.0385 1.0865
H -0.4938 1.4393 0.6889
H -0.5459 0.1261 -1.7842
H 3.2935 -2.1686 -0.1573
H 2.9542 -0.2452 2.3121
*
```

Properties
**HOMO-LUMO gap**: 0.3024 Ha
**Lowest unoccupied orbital energy**: 0.72 eV

Mulliken atomic charge list, values in e, 2 entries: -0.327, 0.342


The most stable arrangement is model P, and the next structure is 322.1 kJ/mol less stable.


Model P:
# C6H11NO

C6H11NO in the gas phase (wB97M-V/def2-TZVPD, OMol25).

Geometry as ORCA input:
```
! RIJCOSX wB97M-V def2-TZVPD def2/J DEFGRID3
* xyz 0 1
C 2.4969 -0.3277 0.1421
C 0.6954 0.7434 -0.5137
C 0.1542 -0.5475 -0.0038
C 0.1167 1.9828 0.2362
C -0.8975 -0.6645 1.1129
C -0.3227 -1.5597 -1.0750
N 2.1663 0.7905 -0.3167
O 1.6319 -1.2184 0.5359
H 3.4957 -0.5616 0.3267
H 0.7306 0.6969 -1.6371
H -0.2884 1.8747 1.2767
H -0.7546 2.2094 -0.2418
H 0.7931 2.8694 0.1888
H -0.6621 -1.4244 1.7751
H -1.9745 -0.9470 0.7872
H -0.9118 0.2220 1.6561
H -0.4122 -2.5201 -0.7412
H 0.4190 -1.4588 -1.8244
H -1.3913 -1.4226 -1.4678
*
```

Properties
**HOMO-LUMO gap**: 0.3710 Ha
**Lowest unoccupied orbital energy**: 0.84 eV

Mulliken atomic charge list, values in e, 2 entries: -0.080, 0.381


Model Q:
# C6H11NO

C6H11NO as an isolated structure (wB97M-V/def2-TZVPD, OMol25).

Geometry as ORCA input:
```
! RIJCOSX wB97M-V def2-TZVPD def2/J DEFGRID3
* xyz 0 1
C 1.6530 0.0142 -0.3463
C 0.7404 -1.1348 -0.7076
C -1.6591 -0.9777 0.1623
C -1.6949 0.5731 0.5341
C -0.6850 1.4320 -0.3208
C 0.7587 1.3526 -0.3376
H 1.4609 -1.0524 1.2913
H 2.1514 0.7337 1.5896
H 2.3147 0.0358 -1.0917
H 1.2478 -2.2760 -1.0024
H 0.1676 -0.6104 -1.7189
H -2.3070 -1.5548 0.7693
H -2.1189 -1.1896 -0.9412
H -1.5693 0.6673 1.7910
H -2.6788 0.9193 0.1698
H -1.0912 2.4325 -0.5728
H 1.1756 2.4246 -0.3163
N 2.3732 -0.1872 0.9486
O -0.2391 -1.6023 0.0995
*
```

Properties
**HOMO-LUMO gap**: 0.3391 Ha
**Lowest unoccupied orbital energy**: 0.38 eV

Mulliken atomic charge list, values in e, 2 entries: 0.014, -0.651


Model R:
# C6H11NO

C6H11NO in the gas phase (wB97M-V/def2-TZVPD, OMol25).

Geometry as ORCA input:
```
! RIJCOSX wB97M-V def2-TZVPD def2/J DEFGRID3
* xyz 0 1
C 2.3337 0.9348 1.3112
C 1.2787 -0.3139 1.7103
C -1.8903 0.8158 -2.0380
C 0.2245 -0.7559 0.7745
C -1.3096 -0.2512 -1.1028
C -0.3173 0.3449 -0.0661
N 2.5328 0.8651 0.1444
O 1.9502 -1.3118 2.3152
H 2.4916 1.3259 2.3077
H -2.7306 0.2332 -2.6254
H -1.1134 1.2564 -2.6344
H -2.2993 1.5451 -1.4071
H 0.4075 -1.6079 0.1982
H -0.6107 -0.9916 1.5810
H -0.7474 -1.0194 -1.6690
H -2.0791 -0.8261 -0.5216
H 0.5596 0.7526 -0.6453
H -0.8126 1.1651 0.5080
H 2.1316 -2.1612 1.8593
*
```

Properties
**HOMO-LUMO gap (spin up / spin down)**: 0.2960 / 0.3051 Ha
**Lowest unoccupied orbital energy (spin up / spin down)**: -0.07 / 0.04 eV

Mulliken atomic charge list, values in e, 2 entries: 0.107, 0.022


The most stable arrangement is model P, and the next structure is 241.2 kJ/mol less stable.


Model P:
# C6H11NO

A 2-piece molecular cluster, C6H11NO overall (wB97M-V/def2-TZVPD, OMol25).

Geometry as ORCA input:
```
! RIJCOSX wB97M-V def2-TZVPD def2/J DEFGRID3
* xyz 0 1
C -0.8469 0.8328 0.1267
C -0.1528 0.3661 1.4423
C -2.0668 0.1108 -0.3617
C 2.0995 0.0333 -0.9160
C 0.9218 -0.6830 -0.3822
C 0.5680 -1.9445 -0.4145
N -0.9945 1.5901 1.4390
O -0.4803 2.7306 1.6046
H -0.2883 1.4346 -0.5747
H 0.8824 0.5735 1.6686
H -0.5844 -0.5248 1.8777
H -1.8168 -0.6194 -1.1307
H -2.7648 0.8384 -0.7805
H -2.5728 -0.3976 0.4608
H 1.8132 0.7663 -1.6746
H 2.8031 -0.6735 -1.3775
H 2.6328 0.5756 -0.1314
H -0.3444 -2.3196 0.0383
H 1.1922 -2.6897 -0.9143
*
```

Properties
**HOMO-LUMO gap (spin up / spin down)**: 0.3312 / 0.2867 Ha
**Lowest unoccupied orbital energy (spin up / spin down)**: 0.38 / -0.05 eV

Mulliken atomic charge list, values in e, 2 entries: 0.240, -0.597


Model Q:
# C6H11NO

C6H11NO as an isolated structure (wB97M-V/def2-TZVPD, OMol25).

Geometry as ORCA input:
```
! RIJCOSX wB97M-V def2-TZVPD def2/J DEFGRID3
* xyz 0 1
C -0.6280 -0.3652 -0.7462
C 0.5632 0.3866 -1.1216
C 1.3170 1.0886 -0.0727
C 1.0750 0.4147 1.3904
C -0.4608 -1.3178 0.3819
C -1.7298 -1.4865 -0.4315
H -1.4867 1.5913 -1.1901
H 0.9412 -0.4961 -1.5424
H 0.5537 0.9525 -2.0700
H 2.4150 1.1034 -0.4083
H 1.2091 2.1792 0.2296
H 1.8548 -0.4373 1.6693
H 1.0648 1.1660 2.2642
H -1.0642 0.0822 1.4783
H 0.4005 -1.9829 0.1732
H -2.7422 -0.7030 -0.4305
H -1.7068 -2.5360 -0.9330
N -0.1871 -0.4262 1.5710
O -1.3887 0.7866 -0.2117
*
```

Properties
**HOMO-LUMO gap**: 0.3091 Ha
**Lowest unoccupied orbital energy**: 0.53 eV

Mulliken atomic charge list, values in e, 2 entries: 0.581, -1.014


Model R:
# C6H11NO

A 2-piece molecular cluster, C6H11NO overall (wB97M-V/def2-TZVPD, OMol25).

Geometry as ORCA input:
```
! RIJCOSX wB97M-V def2-TZVPD def2/J DEFGRID3
* xyz 0 1
C -0.5697 1.7888 -1.7338
C -0.4844 0.9581 -0.5626
C -1.5570 0.4596 0.2745
N -0.9884 -0.2246 1.3657
C 0.3413 -0.1827 1.2615
C 0.7174 0.5541 0.0447
C 1.2252 -1.1043 2.0982
H -1.0349 1.5814 -2.6897
H -1.1068 2.6695 -1.4151
H 0.3720 2.2336 -2.0582
H -2.7178 0.2995 -0.0224
H -1.5091 -0.6484 2.1567
H 1.7682 0.6201 -0.2750
H 0.6787 -1.8753 2.5908
H 1.8527 -1.6574 1.3541
H 1.9968 -0.7816 2.7396
H 0.8879 -1.1385 -2.0884
H 0.0337 -2.0318 -1.1056
O 0.0942 -1.5201 -1.9348
*
```

Properties
**HOMO-LUMO gap**: 0.3034 Ha
**Lowest unoccupied orbital energy**: 0.82 eV

Mulliken atomic charge list, values in e, 2 entries: -1.427, 1.085


Model S:
# C6H11NO

A 2-piece molecular cluster, C6H11NO overall (wB97M-V/def2-TZVPD, OMol25).

Geometry as ORCA input:
```
! RIJCOSX wB97M-V def2-TZVPD def2/J DEFGRID3
* xyz 0 1
C -0.2207 -0.1984 1.0963
C 1.0136 -0.8884 1.6428
C -0.1928 1.3138 1.2453
H -1.1323 -0.5993 1.5514
H -0.4326 -0.7636 0.0499
H 1.9025 -0.5502 1.1097
H 0.9375 -1.9687 1.5243
H 1.1474 -0.6478 2.6981
H -1.0978 1.7777 0.8541
H -0.1287 1.5734 2.3028
H 0.6826 1.7449 0.7602
C -0.6527 0.8030 -2.0260
C 0.3474 -0.0826 -1.3477
C -0.3274 -1.7852 -1.5822
O 1.5267 0.0371 -1.3174
N -0.7132 -2.8070 -1.9512
H -0.3181 1.8372 -1.9513
H -0.7072 0.5379 -3.0809
H -1.6342 0.6661 -1.5782
*
```

Properties
**HOMO-LUMO gap**: 0.4026 Ha
**Lowest unoccupied orbital energy**: 0.20 eV

Mulliken atomic charge list, values in e, 2 entries: 0.582, -1.282


The most stable arrangement is model R, and the next structure is 96.8 kJ/mol less stable.